(w)
A cluster of 2 separate species, C3H4N2O2 in total. Source: OMol25; level of theory: the ωB97M-V functional and the def2-TZVPD basis.

## Properties
Frontier orbital gap (alpha / beta), Eh: 0.333 / 0.311

Last column: Löwdin charge in e.
Cartesian coordinates (Å):
C (-0.512, -0.819, 0.827)  -0.46
C (-0.428, 0.829, -0.500)  -0.47
C (-1.606, 0.022, 0.243)  0.06
N (0.398, -0.050, 0.074)  0.16
N (2.513, -0.064, -0.119)  0.19
O (-0.399, -1.751, 1.534)  0.16
O (-0.373, 1.696, -1.311)  0.12
H (-2.167, -0.516, -0.490)  0.13
H (-1.921, 0.685, 1.010)  0.12
H (2.254, 0.808, -0.568)  -0.01
H (2.243, -0.839, -0.701)  0.00

---

(x)
The molecule C3H4N2O2. Source: OMol25; level of theory: the ωB97M-V functional and the def2-TZVPD basis.

## Properties
Frontier orbital gap (alpha / beta), Eh: 0.292 / 0.292

Last column: Löwdin charge in e.
Cartesian coordinates (Å):
N (-1.898, -0.348, -0.274)  0.13
C (-0.688, 0.167, 0.147)  -0.41
C (-0.034, 1.290, 0.355)  0.24
O (1.654, 0.890, -0.560)  0.01
C (1.706, -0.378, -0.283)  -0.61
O (2.572, -1.207, -0.400)  0.09
N (0.384, -0.772, 0.354)  0.10
H (-1.737, -1.231, -0.754)  0.11
H (-2.531, 0.247, -0.796)  0.11
H (0.114, 2.234, 0.846)  0.10
H (0.459, -0.892, 1.366)  0.14

---

Least stable = (w)

---

(w)
The ion C3H8S2 with charge -1. Source: OMol25; level of theory: the ωB97M-V functional and the def2-TZVPD basis.

## Properties
Charge: -1
Frontier orbital gap (alpha / beta), Eh: 0.251 / 0.224
Multiplicity: 2

Last column: Löwdin charge in e.
Cartesian coordinates (Å):
C (-1.456, -0.117, 1.354)  -0.31
C (-2.915, 0.250, 0.859)  -0.11
C (-0.454, 0.199, 0.292)  -0.87
S (0.620, -1.051, 0.093)  0.45
S (1.860, 0.712, -1.288)  -0.02
H (-1.413, -1.151, 1.486)  0.03
H (-1.296, 0.352, 2.271)  0.08
H (-3.439, -0.640, 0.393)  0.08
H (-3.618, 0.647, 1.626)  0.05
H (-2.877, 1.054, 0.151)  0.04
H (0.333, 0.893, 0.554)  -0.03
H (-0.799, 0.396, -0.669)  0.01
H (2.375, 1.879, -1.721)  -0.39

---

(x)
A structure of composition C3H8S2. Source: OMol25; level of theory: the ωB97M-V functional and the def2-TZVPD basis.

## Properties
Charge: -1
Frontier orbital gap (alpha / beta), Eh: 0.225 / 0.256
Multiplicity: 2

Last column: Löwdin charge in e.
Cartesian coordinates (Å):
C (-0.499, 0.082, 0.572)  -0.31
C (-0.271, -1.440, 0.504)  -0.14
C (0.966, 0.726, 0.330)  -0.65
S (1.395, 0.902, -1.434)  0.28
S (-0.926, 1.991, -2.209)  0.00
H (-1.189, 0.435, -0.167)  -0.01
H (-0.921, 0.610, 1.400)  0.07
H (-0.967, -2.009, 1.132)  0.05
H (0.646, -1.748, 0.979)  0.05
H (-0.376, -1.921, -0.445)  0.05
H (1.120, 1.659, 0.847)  0.03
H (1.686, -0.018, 0.663)  0.01
H (-0.664, 0.731, -2.173)  -0.45

---

Least stable = (w)

---

(w)
A structure of composition C2H6N2O2. Source: OMol25; level of theory: the ωB97M-V functional and the def2-TZVPD basis.

## Properties
Frontier orbital gap, Eh: 0.344

Last column: Löwdin charge in e.
Cartesian coordinates (Å):
C (2.559, -0.022, 0.234)  -0.11
C (-0.822, -0.283, -0.396)  -0.11
H (3.321, -0.548, -0.784)  0.16
H (2.300, 1.313, 0.341)  0.15
H (2.783, -0.512, 1.338)  0.09
H (-0.743, -1.523, -0.189)  0.20
H (-1.881, 1.219, 0.199)  0.14
H (-3.858, -0.089, -0.025)  0.10
N (0.199, 0.623, -0.101)  0.02
N (-2.107, 0.401, -0.444)  -0.13
O (1.232, -0.266, -0.481)  -0.41
O (-2.984, -0.313, 0.307)  -0.10

---

(x)
A cluster of 2 separate species, C2H6N2O2 in total. Source: OMol25; level of theory: the ωB97M-V functional and the def2-TZVPD basis.

## Properties
Frontier orbital gap (alpha / beta), Eh: 0.261 / 0.262

Last column: Löwdin charge in e.
Cartesian coordinates (Å):
C (-2.471, 0.418, 0.099)  0.03
C (2.676, -0.121, -0.090)  -0.28
N (-0.232, 0.479, 0.198)  0.29
N (-1.139, -0.301, 0.010)  -0.49
O (-1.204, -1.487, -0.234)  0.02
O (1.655, -0.930, 0.205)  -0.10
H (-2.422, 1.199, 0.853)  0.08
H (-3.213, -0.335, 0.354)  0.10
H (-2.692, 0.849, -0.875)  0.09
H (2.615, 0.317, -1.101)  0.08
H (3.584, -0.754, -0.084)  0.10
H (2.843, 0.667, 0.663)  0.08

---

(y)
A cluster of 2 separate species, C2H6N2O2 in total. Source: OMol25; level of theory: the ωB97M-V functional and the def2-TZVPD basis.

## Properties
Frontier orbital gap, Eh: 0.379
Structure (SMILES): NC=O.NC=O

Last column: Löwdin charge in e.
Cartesian coordinates (Å):
N (1.986, -0.432, -0.949)  0.14
C (0.689, -0.034, -0.950)  -0.39
O (-0.237, -0.924, -0.751)  -0.12
H (2.708, 0.271, -0.996)  0.11
H (2.202, -1.250, -0.398)  0.11
H (0.517, 0.849, -1.576)  0.14
N (-1.982, 0.432, 0.968)  0.15
C (-0.690, 0.025, 0.917)  -0.39
O (0.235, 0.917, 0.719)  -0.11
H (-2.208, 1.283, 0.474)  0.11
H (-2.712, -0.262, 1.027)  0.11
H (-0.506, -0.875, 1.514)  0.14

---

Least stable = (w)

---

(w)
A cluster of 3 separate species, C3H12N2O2 in total. Source: OMol25; level of theory: the ωB97M-V functional and the def2-TZVPD basis.

## Properties
Frontier orbital gap, Eh: 0.368
Structure (SMILES): [H]/N=C\C.CNO.O

Last column: Löwdin charge in e.
Cartesian coordinates (Å):
H (-1.274, 0.891, -0.844)  0.05
N (-1.528, 0.102, -1.446)  0.06
C (-1.829, -0.954, -0.820)  -0.27
C (-1.736, -1.183, 0.648)  -0.06
H (-2.049, -1.825, -1.433)  0.11
H (-1.422, -0.279, 1.164)  0.06
H (-2.700, -1.514, 1.037)  0.08
H (-1.017, -1.980, 0.836)  0.08
C (1.955, 0.597, 1.406)  -0.13
N (1.381, 1.285, 0.266)  -0.13
O (0.043, 1.728, 0.595)  -0.13
H (1.339, -0.231, 1.776)  0.07
H (2.109, 1.313, 2.217)  0.07
H (2.921, 0.208, 1.089)  0.08
H (1.250, 0.607, -0.496)  0.05
H (0.137, 2.673, 0.766)  0.09
O (0.959, -0.676, -1.978)  -0.15
H (1.495, -0.505, -2.755)  0.03
H (-0.035, -0.254, -2.027)  0.05

---

(x)
A cluster of 3 separate species, C3H12N2O2 in total. Source: OMol25; level of theory: the ωB97M-V functional and the def2-TZVPD basis.

## Properties
Frontier orbital gap, Eh: 0.284
Structure (SMILES): C/C(N)=C/N.O.O

Last column: Löwdin charge in e.
Cartesian coordinates (Å):
C (-0.204, 1.956, 2.763)  -0.07
C (0.235, 0.518, 2.720)  -0.39
N (1.371, -0.009, 3.436)  0.06
C (-0.392, -0.323, 1.865)  -0.18
N (-0.302, -1.749, 2.100)  0.02
H (0.704, 2.556, 2.900)  0.07
H (-0.799, 2.337, 1.939)  0.07
H (-0.767, 2.219, 3.666)  0.07
H (1.652, -0.815, 2.903)  0.06
H (1.970, 0.780, 3.636)  0.07
H (-1.184, -0.033, 1.185)  0.09
H (-0.174, -2.298, 1.267)  0.07
H (0.218, -1.929, 2.937)  0.05
O (1.171, -1.271, -4.868)  -0.06
H (1.653, -0.440, -4.851)  0.03
H (0.284, -0.895, -4.804)  0.01
O (-1.792, 0.779, -5.544)  -0.05
H (-1.862, 0.510, -4.631)  0.02
H (-2.149, 1.677, -5.546)  0.04

---

Least stable = (w)

---

(w)
A cluster of 3 separate species, C3H12N2O2 in total. Source: OMol25; level of theory: the ωB97M-V functional and the def2-TZVPD basis.

## Properties
Frontier orbital gap, Eh: 0.363
Structure (SMILES): CC/N=C\N.O.O

Last column: Löwdin charge in e.
Cartesian coordinates (Å):
C (0.043, -2.206, 2.960)  -0.12
C (-0.698, -1.349, 1.931)  -0.29
N (0.267, -0.540, 1.182)  0.02
C (-0.075, 0.469, 0.505)  -0.31
N (-1.373, 0.980, 0.449)  0.06
H (-0.751, -2.693, 3.527)  0.06
H (0.602, -3.068, 2.523)  0.08
H (0.701, -1.701, 3.657)  0.06
H (-1.094, -2.097, 1.251)  0.11
H (-1.497, -0.782, 2.416)  0.10
H (0.630, 1.230, 0.160)  0.12
H (-1.936, 0.991, 1.278)  0.07
H (-1.567, 1.553, -0.350)  0.07
O (0.183, 3.338, -5.625)  -0.06
H (-0.227, 4.155, -5.311)  0.03
H (-0.511, 2.720, -5.376)  0.03
O (2.622, 0.037, -1.701)  -0.07
H (1.817, -0.287, -1.272)  0.00
H (2.863, -0.749, -2.203)  0.03

---

(x)
A structure of composition C3H12N2O2. Source: OMol25; level of theory: the ωB97M-V functional and the def2-TZVPD basis.

## Properties
Frontier orbital gap, Eh: 0.279

Last column: Löwdin charge in e.
Cartesian coordinates (Å):
C (0.979, 1.333, 1.483)  -0.08
C (0.298, 0.399, 0.553)  -0.42
N (-0.552, -1.866, -1.249)  0.17
C (-0.952, -0.705, -1.212)  -0.25
N (-0.288, 0.859, -0.640)  0.08
H (0.032, 1.848, 1.744)  0.05
H (1.594, 0.994, 2.306)  0.09
H (1.598, 1.957, 0.823)  0.10
H (1.026, -0.380, 0.295)  0.11
H (-0.546, -0.058, 1.336)  0.03
H (-1.157, -0.343, 1.836)  0.28
H (-0.869, -1.262, -0.135)  0.16
H (-1.706, -0.381, -1.948)  0.13
H (1.180, -1.912, -1.590)  -0.04
H (2.495, -1.004, -1.513)  0.03
O (2.145, -1.894, -1.449)  -0.08
H (-2.151, 1.889, 2.412)  -0.04
H (-1.227, 1.190, -0.388)  0.07
O (-1.724, 1.484, 1.651)  -0.39

---

Least stable = (x)

---

(w)
A cluster of 3 separate species, C3H12N2O2 in total. Source: OMol25; level of theory: the ωB97M-V functional and the def2-TZVPD basis.

## Properties
Frontier orbital gap, Eh: 0.275

Last column: Löwdin charge in e.
Cartesian coordinates (Å):
C (-1.211, 0.720, -0.331)  -0.43
C (-0.442, -1.074, 1.025)  -0.28
N (-2.510, 0.643, 0.201)  0.07
O (-0.511, 1.755, -0.162)  -0.11
O (-1.520, -1.935, 0.699)  -0.17
H (1.037, 1.273, -0.097)  0.08
H (-2.284, -1.349, 0.586)  0.03
H (-1.100, 0.075, -1.213)  0.13
H (-2.714, 1.420, 0.816)  0.10
H (-3.240, 0.477, -0.479)  0.10
H (0.408, -1.757, 1.185)  0.05
H (-0.602, -0.564, 1.990)  0.06
C (2.373, -0.019, -1.145)  -0.08
N (1.663, 0.428, 0.063)  -0.01
H (2.282, 0.582, 0.852)  0.13
H (0.746, -0.270, 0.376)  0.06
H (3.121, 0.711, -1.458)  0.08
H (1.646, -0.139, -1.945)  0.09
H (2.858, -0.977, -0.962)  0.08

---

(x)
A cluster of 3 separate species, C3H12N2O2 in total. Source: OMol25; level of theory: the ωB97M-V functional and the def2-TZVPD basis.

## Properties
Frontier orbital gap, Eh: 0.318
Structure (SMILES): C/C(N)=C/N.O.O

Last column: Löwdin charge in e.
Cartesian coordinates (Å):
C (-0.893, 1.770, -0.969)  -0.06
C (0.265, 1.047, -0.341)  -0.40
N (0.181, 0.851, 1.084)  0.05
C (1.125, 0.283, -1.022)  -0.18
N (1.832, -0.792, -0.451)  0.05
H (-1.803, 1.288, -0.619)  0.08
H (-0.940, 2.819, -0.690)  0.07
H (-0.828, 1.692, -2.050)  0.08
H (-0.732, 1.133, 1.414)  0.09
H (0.877, 1.412, 1.557)  0.09
H (1.341, 0.486, -2.067)  0.11
H (2.216, -0.628, 0.459)  0.07
H (2.294, -1.392, -1.107)  0.08
O (-1.673, -1.851, -0.644)  -0.08
H (-0.984, -1.420, -1.168)  0.01
H (-1.238, -1.872, 0.228)  -0.02
O (-0.311, -1.898, 1.870)  -0.08
H (-0.011, -0.973, 1.773)  -0.01
H (-0.717, -1.955, 2.742)  0.05

---

Least stable = (w)

---

(w)
A cluster of 3 separate species, C3H12N2O2 in total. Source: OMol25; level of theory: the ωB97M-V functional and the def2-TZVPD basis.

## Properties
Frontier orbital gap, Eh: 0.353
Structure (SMILES): [H]/N=C/NCC.O.O

Last column: Löwdin charge in e.
Cartesian coordinates (Å):
H (-3.133, 1.609, 0.188)  0.02
N (-2.321, 1.156, 0.579)  0.05
C (-2.022, -0.026, 0.145)  -0.28
N (-0.850, -0.545, 0.636)  -0.05
C (0.015, -1.427, -0.086)  -0.26
C (1.494, -1.045, -0.021)  -0.10
H (-2.451, -0.598, -0.749)  0.15
H (-0.422, -0.110, 1.385)  0.04
H (-0.391, -1.607, -1.039)  0.09
H (0.051, -2.425, 0.519)  0.13
H (1.613, -0.029, 0.427)  0.06
H (2.144, -0.995, -0.909)  0.07
H (2.004, -1.816, 0.571)  0.07
O (1.073, 1.105, 2.044)  -0.08
H (0.129, 1.095, 1.729)  0.03
H (1.054, 1.147, 3.010)  0.06
O (0.541, 1.484, -3.205)  -0.08
H (0.728, 0.754, -2.606)  0.00
H (0.744, 2.275, -2.618)  0.07

---

(x)
A cluster of 2 separate species, C3H12N2O2 in total. Source: OMol25; level of theory: the ωB97M-V functional and the def2-TZVPD basis.

## Properties
Frontier orbital gap, Eh: 0.346
Structure (SMILES): NC[C@H](N)CO.O

Last column: Löwdin charge in e.
Cartesian coordinates (Å):
N (-0.398, 0.599, 2.018)  -0.01
C (-0.600, -0.757, 1.452)  -0.21
C (-0.445, -0.660, -0.093)  -0.39
N (-0.747, -1.975, -0.637)  0.03
C (1.010, -0.243, -0.378)  -0.28
O (1.204, -0.008, -1.746)  -0.06
H (-1.280, 1.021, 2.268)  0.07
H (0.276, 0.681, 2.762)  0.07
H (0.085, -1.492, 1.871)  0.11
H (-1.650, -1.030, 1.573)  0.11
H (-1.139, 0.049, -0.544)  0.13
H (-0.070, -2.678, -0.379)  0.07
H (-0.816, -1.964, -1.643)  0.07
H (1.752, -0.949, 0.002)  0.12
H (1.258, 0.633, 0.232)  0.09
H (0.908, 0.883, -1.946)  0.06
O (-0.010, 2.439, -0.666)  -0.04
H (0.011, 2.123, 0.246)  0.01
H (-0.740, 2.961, -0.950)  0.04

---

Least stable = (w)

---

(w)
A structure of composition C4H4O4. Source: OMol25; level of theory: the ωB97M-V functional and the def2-TZVPD basis.

## Properties
Frontier orbital gap, Eh: 0.324

Last column: Löwdin charge in e.
Cartesian coordinates (Å):
C (-0.258, -1.184, 0.414)  -0.18
C (1.610, 0.529, -0.237)  -0.48
C (-0.783, 0.141, -0.004)  -0.19
C (0.109, 1.227, 0.072)  -0.04
O (0.901, -1.123, -0.373)  -0.10
O (1.240, 1.018, 0.964)  0.11
O (-1.896, 0.299, -0.696)  0.16
O (2.606, 0.628, -0.874)  0.17
H (-2.396, -0.529, -0.740)  0.14
H (-0.061, -1.245, 1.493)  0.14
H (-0.913, -2.013, 0.106)  0.13
H (-0.158, 2.253, -0.123)  0.15

---

(x)
The molecule C4H4O4. Source: OMol25; level of theory: the ωB97M-V functional and the def2-TZVPD basis.

## Properties
Frontier orbital gap, Eh: 0.325
Structure (SMILES): C=C(C(=O)O)C(=O)O

Last column: Löwdin charge in e.
Cartesian coordinates (Å):
C (0.006, -1.411, -0.618)  0.18
C (0.095, -0.118, -0.088)  -0.15
C (-1.165, 0.678, -0.272)  -0.28
O (-0.983, 1.905, 0.000)  0.08
O (-2.392, -0.148, -0.599)  0.00
C (1.219, 0.590, 0.391)  -0.32
O (1.530, 1.854, 0.500)  0.04
O (2.232, -0.164, 1.070)  0.09
H (0.775, -2.250, -0.206)  0.15
H (-0.903, -1.714, -1.109)  0.07
H (-3.210, 0.391, -0.510)  0.11
H (2.797, 0.387, 1.441)  0.02

---

Least stable = (w)